No. 1
Density functional theory data (ωB97M-V/def2-TZVPD) for a cluster of 15 separate species, C45H130N20O15 in total at a distorted geometry.

Last column: Mulliken charge in e.
Positions of all 210 atoms, in Å:
C  3.79  0.10  -4.09  -1.659
C  2.95  -0.72  -3.10  1.296
C  1.47  -0.48  -3.16  -0.982
O  1.00  0.90  -2.96  0.073
C  -0.38  1.16  -3.24  -0.064
N  3.31  -2.17  -3.40  -0.716
H  4.79  0.18  -3.66  0.382
H  3.34  1.07  -4.27  0.208
H  3.84  -0.26  -5.12  0.499
H  3.35  -0.49  -2.11  -0.217
H  0.85  -1.19  -2.61  0.146
H  1.09  -0.88  -4.10  0.567
H  -0.62  2.12  -2.78  0.032
H  -0.87  0.41  -2.62  -0.526
H  -0.85  1.01  -4.21  0.316
H  3.32  -2.14  -4.41  0.489
H  2.49  -2.76  -3.37  -0.151
C  -4.50  4.65  -4.58  -1.499
C  -3.12  4.82  -3.83  0.528
C  -1.96  4.75  -4.92  -0.757
O  -1.72  3.42  -5.52  -0.134
C  -0.66  3.49  -6.53  -0.677
N  -3.17  6.15  -3.27  -0.722
H  -4.65  3.65  -4.99  0.281
H  -4.70  5.39  -5.36  0.372
H  -5.32  4.75  -3.87  0.406
H  -2.89  4.10  -3.04  0.270
H  -1.01  5.08  -4.51  0.254
H  -2.35  5.41  -5.69  0.352
H  0.29  3.79  -6.07  0.168
H  -0.93  4.23  -7.28  0.369
H  -0.54  2.52  -7.02  0.189
H  -2.96  6.89  -3.92  0.279
H  -2.36  6.29  -2.68  0.290
C  -4.67  -2.58  -4.51  -1.766
C  -3.29  -2.12  -4.03  2.547
C  -2.46  -1.43  -5.10  -0.349
O  -1.89  -2.26  -6.13  -0.426
C  -1.69  -1.58  -7.34  -0.894
N  -3.38  -1.24  -2.85  0.661
H  -5.32  -2.75  -3.66  0.470
H  -4.49  -3.48  -5.11  0.396
H  -5.05  -1.79  -5.15  0.319
H  -2.72  -2.91  -3.56  -1.429
H  -1.59  -0.97  -4.65  -0.267
H  -3.14  -0.64  -5.41  0.509
H  -2.59  -1.02  -7.61  0.358
H  -1.36  -2.23  -8.15  0.261
H  -0.87  -0.87  -7.20  0.288
H  -3.88  -1.82  -2.19  -0.026
H  -2.42  -1.07  -2.57  -0.529
C  2.02  1.07  1.62  -0.996
C  1.28  1.16  0.27  2.152
C  -0.12  1.72  0.36  -0.331
O  -0.95  0.66  0.97  -0.406
C  -1.07  -0.68  0.45  0.652
N  1.95  2.11  -0.59  0.123
H  2.36  2.09  1.80  0.068
H  2.88  0.42  1.46  0.133
H  1.49  0.79  2.54  -0.211
H  1.35  0.27  -0.35  -0.473
H  -0.45  2.00  -0.65  -0.324
H  -0.16  2.66  0.91  0.255
H  -2.08  -0.92  0.78  -0.049
H  -0.25  -1.28  0.84  -0.168
H  -1.01  -0.69  -0.64  -0.287
H  2.91  1.82  -0.58  -0.354
H  1.60  2.11  -1.53  0.194
C  0.95  -4.65  1.95  -0.898
C  0.79  -5.08  0.48  0.242
C  -0.28  -6.19  0.33  -0.151
O  0.22  -7.25  1.25  -0.438
C  -0.77  -7.50  2.28  -0.685
N  0.47  -3.86  -0.24  0.000
H  1.77  -3.94  2.04  -0.195
H  1.15  -5.40  2.72  0.687
H  0.03  -4.21  2.34  0.130
H  1.80  -5.32  0.15  0.454
H  -0.43  -6.61  -0.67  0.125
H  -1.25  -5.83  0.68  0.127
H  -0.51  -8.10  3.15  0.329
H  -1.62  -7.93  1.74  0.343
H  -1.09  -6.63  2.86  0.172
H  0.21  -4.06  -1.19  -0.092
H  -0.43  -3.61  0.15  -0.156
C  5.93  -2.81  4.11  -1.605
C  4.48  -3.25  4.24  0.248
C  3.51  -2.19  3.83  -0.292
O  2.14  -2.62  4.01  -0.469
C  1.07  -1.63  3.98  0.029
N  4.22  -4.43  3.41  -0.711
H  6.17  -2.42  3.13  0.232
H  6.61  -3.62  4.38  0.382
H  6.16  -2.01  4.81  0.450
H  4.25  -3.62  5.25  0.462
H  3.64  -1.96  2.77  0.011
H  3.70  -1.35  4.49  0.710
H  0.65  -1.50  2.98  -0.234
H  1.33  -0.61  4.27  0.092
H  0.27  -1.99  4.62  0.406
H  3.24  -4.65  3.44  0.298
H  4.38  -4.04  2.49  0.217
C  -3.71  -3.62  4.71  -1.312
C  -5.24  -3.19  4.83  0.248
C  -6.25  -4.00  3.85  1.514
O  -7.56  -3.45  3.91  -0.335
C  -8.42  -3.88  2.83  -0.797
N  -5.68  -3.30  6.21  -0.702
H  -3.32  -3.20  3.78  0.194
H  -3.60  -4.70  4.64  0.360
H  -3.07  -3.16  5.46  0.468
H  -5.53  -2.16  4.62  0.361
H  -6.20  -5.06  4.11  0.356
H  -5.81  -3.85  2.86  -0.993
H  -8.04  -3.80  1.81  0.224
H  -9.27  -3.21  2.70  0.320
H  -8.62  -4.95  2.84  0.358
H  -5.56  -4.13  6.76  0.226
H  -6.68  -3.13  6.18  0.244
C  -3.65  3.28  4.85  -1.482
C  -3.09  2.65  6.08  0.849
C  -1.92  3.32  6.80  -1.089
O  -0.76  3.28  5.98  -0.304
C  -0.34  1.92  5.88  -0.676
N  -4.26  2.91  7.04  -0.813
H  -2.87  3.23  4.10  0.249
H  -3.96  4.33  4.87  0.318
H  -4.42  2.60  4.47  0.491
H  -3.06  1.57  5.92  0.254
H  -1.71  2.87  7.77  0.402
H  -2.05  4.39  6.95  0.410
H  0.68  1.89  5.48  0.198
H  -0.86  1.55  5.00  0.220
H  -0.43  1.34  6.80  0.376
H  -4.21  3.88  7.31  0.274
H  -5.12  2.93  6.51  0.296
C  2.62  5.29  2.34  -1.428
C  2.32  4.81  3.77  1.305
C  3.31  5.41  4.74  -0.749
O  4.60  4.72  4.72  -0.339
C  5.65  5.14  3.88  -0.693
N  0.96  5.25  4.16  -0.681
H  2.45  6.37  2.34  0.513
H  2.10  4.82  1.50  0.270
H  3.67  5.16  2.11  0.104
H  2.61  3.76  3.71  -0.230
H  3.10  5.20  5.79  0.329
H  3.37  6.47  4.48  0.338
H  6.56  4.93  4.44  0.333
H  5.70  6.23  3.91  0.374
H  5.68  4.97  2.80  0.116
H  0.81  4.74  5.02  0.228
H  0.22  5.01  3.51  0.278
C  4.40  3.95  -1.76  -0.745
C  5.80  3.42  -1.39  0.560
C  5.72  1.88  -0.85  -1.035
O  4.77  1.64  0.21  0.005
C  5.38  2.02  1.51  -0.844
N  6.73  3.58  -2.45  -0.766
H  4.53  4.99  -2.05  0.477
H  3.93  3.90  -0.77  -0.032
H  3.84  3.51  -2.58  -0.054
H  6.19  4.01  -0.57  0.306
H  6.65  1.45  -0.47  0.708
H  5.54  1.18  -1.66  -0.016
H  5.97  2.94  1.43  0.350
H  6.02  1.24  1.92  0.288
H  4.65  2.28  2.28  0.147
H  6.90  4.57  -2.42  0.340
H  7.62  3.18  -2.17  0.266
C  -0.45  -5.04  -3.88  0.593
O  -0.18  -4.14  -3.06  -0.615
N  -0.88  -4.65  -5.05  -0.255
N  -0.38  -6.34  -3.78  -0.438
H  -1.29  -5.37  -5.64  0.170
H  -0.98  -3.65  -5.17  0.022
H  0.10  -6.59  -2.93  0.283
H  -0.58  -6.95  -4.56  0.167
C  1.82  6.81  -5.13  0.722
O  0.65  7.23  -5.08  -0.661
N  2.27  5.66  -4.75  -0.162
N  2.82  7.53  -5.50  -0.385
H  3.22  5.35  -4.86  0.178
H  1.63  5.03  -4.30  0.021
H  2.78  8.50  -5.78  0.245
H  3.72  7.10  -5.33  0.107
C  -4.05  -3.71  -0.34  0.600
O  -4.01  -2.55  -0.32  -0.800
N  -4.59  -4.38  0.55  -0.370
N  -3.32  -4.46  -1.06  -0.101
H  -5.05  -3.89  1.31  -0.349
H  -4.56  -5.39  0.53  0.115
H  -2.75  -4.10  -1.82  -0.237
H  -3.34  -5.43  -0.78  0.150
C  -4.95  1.58  -1.13  0.530
O  -5.32  2.73  -0.92  -0.760
N  -4.57  0.81  -0.18  -0.095
N  -4.92  1.05  -2.33  -0.457
H  -4.27  -0.14  -0.34  0.101
H  -4.69  1.19  0.75  0.105
H  -4.43  0.17  -2.31  0.422
H  -4.70  1.70  -3.08  0.185
C  4.46  -3.81  -0.31  0.512
O  4.33  -4.72  0.53  -0.742
N  5.56  -3.47  -0.89  -0.369
N  3.37  -3.18  -0.77  0.183
H  5.48  -2.68  -1.51  0.175
H  6.40  -3.86  -0.49  0.263
H  2.44  -3.36  -0.43  -0.004
H  3.43  -2.66  -1.63  0.242

Output
Relative energy (zero: lowest compared OMol25 entry of this formula, charge and spin) = 2.815 eV
Gap between HOMO and LUMO = 8.177 eV


No. 2
Density functional theory data (ωB97M-V/def2-TZVPD) for a structure of composition C45H24HoN9O4S2 at a distorted geometry.

Last column: Mulliken charge in e.
Positions of all 85 atoms, in Å:
Ho  -0.11  0.15  0.09  0.635
C  0.67  -5.34  3.91  -0.735
C  -0.72  -5.37  3.87  -0.824
C  -1.46  -4.27  3.45  0.038
C  -0.77  -3.13  3.07  0.029
C  -1.17  -1.80  2.62  -0.005
N  -0.08  -1.06  2.33  -0.440
C  1.02  -1.77  2.66  0.067
N  2.27  -1.33  2.76  -0.356
C  2.63  -0.13  2.35  -0.671
C  3.86  0.52  2.79  0.291
C  4.90  0.17  3.64  -0.127
C  5.87  1.12  3.92  -0.636
C  5.82  2.40  3.36  -0.600
C  4.81  2.74  2.49  -0.181
C  3.84  1.80  2.20  0.204
C  2.60  1.87  1.44  -0.499
N  2.23  2.99  0.85  -0.547
C  0.99  3.23  0.49  0.305
N  -0.11  2.51  0.83  -0.449
C  -1.21  3.25  0.56  0.441
N  -2.45  2.99  0.90  -0.577
C  -2.81  1.84  1.45  -0.103
N  -2.09  0.71  1.59  0.122
C  -2.81  -0.19  2.30  -0.446
N  -2.43  -1.39  2.70  -0.380
C  -4.11  0.38  2.65  0.085
C  -5.20  -0.07  3.37  -0.119
C  -6.27  0.79  3.56  -0.620
C  -6.25  2.09  3.04  -0.631
C  -5.17  2.54  2.30  0.016
C  -4.10  1.68  2.11  -0.142
C  -0.82  4.56  0.02  0.412
C  -1.52  5.69  -0.34  -0.188
C  -0.80  6.81  -0.72  -0.614
C  0.59  6.79  -0.76  -0.570
C  1.30  5.65  -0.43  -0.794
C  0.59  4.54  -0.03  0.282
N  1.92  0.71  1.56  0.327
C  0.64  -3.10  3.10  0.147
C  1.36  -4.21  3.51  0.023
H  1.21  -6.20  4.27  0.398
H  -1.24  -6.26  4.20  0.385
H  -2.54  -4.30  3.41  0.549
H  4.94  -0.81  4.09  0.532
H  6.68  0.88  4.60  0.376
H  6.58  3.12  3.62  0.385
H  4.74  3.73  2.06  0.564
H  -5.21  -1.07  3.77  0.549
H  -7.12  0.47  4.14  0.372
H  -7.09  2.75  3.22  0.376
H  -5.15  3.54  1.89  0.559
H  -2.60  5.70  -0.30  0.528
H  -1.33  7.72  -0.99  0.369
H  1.12  7.69  -1.06  0.385
H  2.38  5.62  -0.47  0.501
H  2.44  -4.18  3.50  0.567
S  1.81  -4.63  0.19  -0.502
C  3.20  -3.61  0.04  1.105
C  4.54  -3.95  0.09  -0.712
C  5.47  -2.95  -0.12  -0.464
C  5.07  -1.64  -0.39  -0.917
C  3.74  -1.29  -0.43  -0.187
C  2.78  -2.28  -0.21  -0.974
N  1.44  -2.11  -0.25  -0.068
C  0.77  -3.20  -0.08  0.982
C  -0.66  -3.30  -0.14  1.080
C  -1.27  -4.56  -0.08  -0.593
C  -2.64  -4.67  -0.17  -0.857
C  -3.39  -3.51  -0.33  -0.833
C  -2.78  -2.27  -0.38  -0.245
C  -1.38  -2.07  -0.28  -0.654
H  4.84  -4.96  0.30  0.406
H  6.52  -3.19  -0.09  0.361
H  5.83  -0.88  -0.57  0.418
H  3.40  -0.29  -0.65  0.731
H  -0.65  -5.44  0.06  0.376
H  -3.11  -5.64  -0.11  0.351
H  -4.47  -3.59  -0.41  0.357
H  -3.42  -1.40  -0.51  0.483
O  0.34  2.85  -1.95  -0.570
S  0.12  1.42  -2.20  1.036
O  0.12  1.12  -3.63  -0.770
O  1.20  0.64  -1.50  -0.409
O  -1.15  0.97  -1.55  -0.500

Output
Gap between HOMO and LUMO (alpha / beta) = 4.920 / 4.899 eV
Spin multiplicity = 5
Charge = -2


No. 3
Density functional theory data (ωB97M-V/def2-TZVPD) for a structure of composition C45H32KN2P2S4 at a distorted geometry.

Last column: Mulliken charge in e.
Positions of all 86 atoms, in Å:
K  -0.58  -0.89  0.01  0.909
S  -0.27  0.24  -3.02  -0.700
P  1.01  1.28  -1.87  1.239
C  0.57  1.39  -0.26  -1.117
P  1.61  1.36  1.06  1.701
S  1.24  -0.09  2.42  -0.632
C  3.43  1.39  0.74  -0.461
C  4.07  2.56  0.33  0.316
C  5.42  2.56  -0.01  -0.905
C  6.14  1.38  0.03  -0.386
C  5.51  0.20  0.42  -0.626
C  4.17  0.22  0.78  -0.450
C  1.39  2.96  2.00  -0.191
C  0.17  3.62  1.90  -0.406
C  -0.06  4.80  2.60  -0.606
C  0.93  5.34  3.42  -0.456
C  2.15  4.69  3.53  -0.662
C  2.37  3.50  2.84  -0.209
C  2.67  0.58  -2.31  0.268
C  2.89  -0.79  -2.09  -0.348
C  4.08  -1.40  -2.47  -0.655
C  5.08  -0.65  -3.08  -0.454
C  4.89  0.71  -3.28  -0.662
C  3.69  1.32  -2.89  -0.160
C  1.16  3.00  -2.61  -0.840
C  0.87  3.25  -3.95  -0.072
C  0.90  4.54  -4.46  -0.711
C  1.21  5.61  -3.64  -0.378
C  1.49  5.38  -2.30  -0.871
C  1.45  4.08  -1.79  0.426
H  3.52  3.49  0.28  0.395
H  5.90  3.48  -0.32  0.370
H  7.19  1.37  -0.24  0.367
H  6.07  -0.73  0.44  0.403
H  3.67  -0.69  1.10  0.370
H  -0.57  3.21  1.23  0.332
H  -1.02  5.30  2.50  0.383
H  0.75  6.27  3.95  0.360
H  2.92  5.10  4.17  0.367
H  3.31  2.99  2.96  0.427
H  2.11  -1.37  -1.64  0.240
H  4.22  -2.46  -2.30  0.371
H  6.01  -1.12  -3.38  0.356
H  5.68  1.30  -3.73  0.362
H  3.56  2.38  -3.05  0.331
H  0.61  2.41  -4.59  0.301
H  0.66  4.72  -5.51  0.372
H  1.22  6.62  -4.03  0.351
H  1.72  6.21  -1.63  0.424
H  1.60  3.90  -0.73  0.201
S  0.95  -6.76  -1.17  -0.119
C  1.13  -8.43  -1.44  -0.390
C  0.00  -9.11  -1.10  -0.529
C  -1.02  -8.25  -0.62  -0.415
C  -0.66  -6.94  -0.60  0.264
C  -1.47  -5.78  -0.17  0.799
C  -0.96  -4.46  -0.19  -0.819
N  -1.64  -3.40  0.18  -0.129
C  -2.91  -3.55  0.61  -0.754
C  -3.51  -4.81  0.68  1.122
C  -4.87  -4.93  1.15  -1.008
C  -5.56  -3.84  1.53  -0.943
C  -4.98  -2.53  1.47  1.283
C  -5.68  -1.38  1.87  -0.487
C  -5.09  -0.15  1.81  0.856
C  -3.76  -0.11  1.33  -1.042
N  -3.08  -1.17  0.96  -0.014
C  -3.66  -2.38  1.02  -0.784
C  -5.79  1.09  2.22  0.311
C  -7.06  1.22  2.70  -0.424
C  -7.42  2.56  2.99  -0.554
C  -6.41  3.43  2.73  -0.394
S  -5.03  2.63  2.13  -0.124
C  -2.76  -5.92  0.28  -0.408
H  2.06  -8.82  -1.83  0.419
H  -0.10  -10.19  -1.19  0.359
H  -2.00  -8.61  -0.30  0.320
H  0.05  -4.29  -0.53  0.477
H  -5.31  -5.92  1.19  0.386
H  -6.58  -3.94  1.88  0.391
H  -6.70  -1.49  2.22  0.349
H  -3.23  0.84  1.26  0.561
H  -7.74  0.38  2.84  0.318
H  -8.39  2.87  3.38  0.363
H  -6.39  4.51  2.85  0.429
H  -3.22  -6.91  0.32  0.347

Output
Gap between HOMO and LUMO = 4.344 eV
Charge = -1


No. 4
Density functional theory data (ωB97M-V/def2-TZVPD) for a structure of composition C45H33AuF6NO3P2Se.

Last column: Mulliken charge in e.
Positions of all 92 atoms, in Å:
Au  -0.42  1.08  -0.40  0.668
C  -4.35  -3.86  4.13  -1.401
C  -2.94  -4.39  3.91  -0.222
C  -2.33  -5.03  5.15  -1.059
C  -2.14  -3.98  6.25  -1.259
C  -1.39  -2.79  5.71  0.993
C  -0.68  -1.96  6.56  -0.733
C  0.02  -0.88  6.04  -0.054
F  0.70  -0.09  6.91  -0.390
C  0.05  -0.60  4.70  -0.801
C  -0.66  -1.42  3.83  -0.194
C  -0.60  -1.11  2.37  0.613
O  0.12  -0.20  2.00  -0.615
C  -1.40  -1.98  1.53  0.196
C  -2.05  -3.02  2.11  -0.366
N  -2.06  -3.32  3.43  0.222
C  -1.38  -2.51  4.33  -0.097
C  -1.60  -1.90  0.01  0.353
O  -2.07  -2.91  -0.52  -0.797
O  -1.34  -0.82  -0.62  -0.620
H  -5.00  -4.64  4.54  0.395
H  -4.78  -3.52  3.19  0.379
H  -4.35  -3.02  4.82  0.353
H  -2.96  -5.14  3.11  0.507
H  -1.37  -5.46  4.89  0.355
H  -2.97  -5.84  5.50  0.445
H  -1.60  -4.41  7.09  0.448
H  -3.11  -3.66  6.63  0.351
H  -0.66  -2.15  7.62  0.511
H  0.60  0.24  4.30  0.756
H  -2.61  -3.68  1.47  0.645
C  4.12  0.41  -1.52  -1.559
P  2.47  0.34  -0.65  1.244
C  3.01  0.19  1.09  0.258
C  2.55  1.15  1.99  -0.014
C  2.97  1.14  3.32  -0.858
C  3.84  0.16  3.76  -0.507
C  4.30  -0.81  2.87  -0.785
C  3.89  -0.79  1.55  -0.127
C  1.99  -1.38  -1.06  0.859
C  1.53  -2.28  -0.09  -0.961
C  1.04  -3.53  -0.47  -0.467
C  0.98  -3.88  -1.80  -0.648
C  1.41  -2.99  -2.77  -0.828
C  1.91  -1.75  -2.40  -0.007
P  4.40  1.84  -2.68  -0.506
C  3.86  3.27  -1.69  0.571
C  4.07  3.30  -0.31  -0.461
C  3.76  4.43  0.44  -0.551
C  3.23  5.55  -0.18  -0.539
C  3.03  5.54  -1.56  -0.526
C  3.34  4.41  -2.30  -0.348
C  2.96  1.55  -3.78  0.196
C  1.65  1.85  -3.43  0.130
C  0.59  1.44  -4.24  -0.583
C  0.85  0.75  -5.42  -0.628
C  2.16  0.46  -5.79  -0.538
C  3.21  0.87  -4.97  -0.468
H  4.22  -0.47  -2.16  0.735
H  4.94  0.36  -0.80  0.699
H  1.85  1.90  1.65  0.171
H  2.60  1.89  4.00  0.474
H  4.16  0.14  4.79  0.412
H  4.98  -1.59  3.22  0.376
H  4.25  -1.55  0.86  0.443
H  1.54  -2.00  0.95  0.205
H  0.66  -4.20  0.29  0.350
H  0.57  -4.84  -2.09  0.345
H  1.35  -3.24  -3.82  0.430
H  2.21  -1.05  -3.18  -0.101
H  4.47  2.43  0.20  0.633
H  3.90  4.41  1.51  0.363
H  2.96  6.42  0.40  0.374
H  2.60  6.40  -2.05  0.373
H  3.15  4.41  -3.37  0.367
H  1.42  2.38  -2.51  0.475
H  -0.42  1.66  -3.94  0.482
H  0.03  0.43  -6.04  0.382
H  2.36  -0.07  -6.71  0.376
H  4.23  0.64  -5.26  0.317
F  -4.75  6.64  -1.81  -0.324
C  -3.68  5.92  -1.46  0.721
C  -3.33  4.79  -2.17  -0.329
F  -4.07  4.42  -3.23  -0.308
C  -2.22  4.05  -1.81  0.218
F  -1.93  2.99  -2.57  -0.230
C  -1.42  4.39  -0.72  0.198
Se  0.15  3.44  -0.21  -0.245
C  -1.79  5.54  -0.03  0.245
F  -1.08  5.96  1.02  -0.321
C  -2.90  6.29  -0.38  0.071
F  -3.22  7.39  0.32  -0.310

Output
Gap between HOMO and LUMO = 6.881 eV
Charge = -1


Number 1: E -4015.9198 Eh, molar mass 1191.7 g mol⁻¹. Number 2: E -4267.8354 Eh, molar mass 983.8 g mol⁻¹. Number 3: E -4719.0564 Eh, molar mass 830.1 g mol⁻¹. Number 4: E -5834.2591 Eh, molar mass 1087.6 g mol⁻¹.